{
  "formula": "C10H15ClI2InN2O2P",
  "method": "wB97M-V/def2-TZVPD",
  "species": ["I", "I", "In", "P", "C", "C", "H", "H", "H", "C", "H", "H", "H", "H", "H", "H", "C", "O", "Cl", "N", "C", "O", "C", "C", "C", "N", "C", "C", "H", "H", "H", "H", "H", "H"],
  "xyz": [[3.25031, 0.76404, -0.60880], [1.69099, -1.96490, -0.44579], [-1.32782, 0.45918, 0.17226], [-0.39426, 0.38154, -2.39127], [0.94230, -0.20433, -3.47335], [-1.81500, -0.48866, -3.20117], [-1.46888, 2.53299, -2.57082], [-0.89877, 1.97912, -4.21656], [0.25360, 2.63442, -2.97888], [-0.66328, 2.04263, -3.12891], [-2.71525, -0.25434, -2.63009], [-1.92448, -0.18706, -4.25830], [0.70149, -0.03362, -4.55866], [1.12971, -1.29484, -3.32118], [-1.64648, -1.57152, -3.14896], [1.88376, 0.34279, -3.22750], [3.89933, -1.31164, -0.54677], [4.61843, -2.07898, 0.11608], [-3.53025, 1.32453, -0.01239], [1.23293, -0.27779, 7.20954], [0.05592, -0.67963, 6.67288], [-0.82204, -1.21994, 7.34927], [-0.04203, -0.44058, 5.21766], [1.01754, -0.05285, 4.42233], [0.77306, 0.25121, 3.06977], [-0.46529, 0.14556, 2.47014], [-1.47643, -0.25444, 3.24879], [-1.31994, -0.58576, 4.58961], [1.36681, -0.36591, 8.21569], [1.84435, 0.34572, 6.67263], [2.04436, 0.08315, 4.76733], [1.53703, 0.53821, 2.35071], [-2.52333, -0.34423, 2.81710], [-2.14235, -0.87525, 5.21949]],
  "total_charge": 2,
  "lumo_ha": -0.35909,
  "total_energy_ev": -60857.113,
  "relative_energy_kj_mol": 191.7
}